ORCA calculation (ωB97M-V/def2-TZVPD) on a molecular structure, C51H85F6NO5P4S2SiTi.

Positions of all 156 atoms, in Å:
1 Ti -0.78512 0.27711 -0.49099
2 C 2.28518 2.14751 3.91111
3 C 1.85798 2.95081 2.68571
4 C 3.05978 3.33481 1.83321
5 P 0.43458 2.30011 1.58031
6 C 0.00488 4.03891 0.90351
7 C -1.49172 4.12151 0.65171
8 C 0.42018 5.33441 1.61121
9 C -0.71272 1.89621 2.97501
10 C -0.93102 2.85421 3.96421
11 C -1.56262 2.53741 5.15271
12 C -1.96652 1.23371 5.37621
13 C -1.80982 0.29261 4.37621
14 C -1.21542 0.59031 3.15041
15 Si -1.43702 -0.68319 1.69131
16 C -0.85592 -2.48379 2.06761
17 C -0.39682 -2.82879 3.33581
18 C 0.00168 -4.11859 3.63951
19 C -0.05882 -5.09559 2.66511
20 C -0.52482 -4.77749 1.40041
21 C -0.92082 -3.48389 1.08101
22 P -1.69922 -3.08289 -0.55489
23 C -3.16852 -4.29529 -0.37219
24 C -3.93232 -4.18299 0.93411
25 C -4.19082 -4.30539 -1.50679
26 C -0.97672 -4.09539 -2.01349
27 C -0.52612 -5.54619 -1.84119
28 C 0.10598 -3.34949 -2.78489
29 C -3.36102 -0.93629 1.77521
30 C -3.94852 -1.65309 2.81671
31 C -5.31972 -1.81649 2.91201
32 C -6.13952 -1.33289 1.90511
33 C -5.57792 -0.65309 0.83591
34 C -4.20462 -0.41689 0.78311
35 P -3.49092 0.78981 -0.39739
36 C -4.28012 2.36051 0.33471
37 C -5.78422 2.59241 0.21881
38 C -3.92792 2.36511 1.82301
39 C -4.16962 0.46841 -2.13999
40 C -5.46042 1.14481 -2.59119
41 C -4.28422 -1.04269 -2.30949
42 H 2.59188 2.84631 4.68821
43 H 3.13908 1.51551 3.69601
44 H 1.47818 1.54341 4.31851
45 H 1.40618 3.86491 3.07401
46 H 3.60148 2.44781 1.52081
47 H 3.74408 3.95101 2.41271
48 H 2.76978 3.89261 0.94561
49 H 0.52108 4.03271 -0.06499
50 H -2.01832 4.29241 1.58611
51 H -1.84132 3.19261 0.20881
52 H -1.70422 4.94911 -0.02169
53 H -0.03532 5.45001 2.59251
54 H 0.05018 6.14961 0.99111
55 H 1.49298 5.46761 1.69041
56 H -0.60322 3.86991 3.81231
57 H -1.71332 3.29991 5.90251
58 H -2.42192 0.95631 6.31321
59 H -2.16252 -0.70869 4.55101
60 H -0.34442 -2.07309 4.10391
61 H 0.35078 -4.35849 4.62981
62 H 0.23498 -6.11009 2.88491
63 H -0.59962 -5.56419 0.67001
64 H -2.66182 -5.26469 -0.36139
65 H -4.55272 -3.29559 0.93871
66 H -3.27362 -4.16629 1.79651
67 H -4.58752 -5.04679 1.02431
68 H -4.93062 -3.52569 -1.35889
69 H -4.71442 -5.25979 -1.48159
70 H -3.77252 -4.19739 -2.50409
71 H -1.86132 -4.10869 -2.66419
72 H 0.36608 -5.63099 -1.22769
73 H -0.27482 -5.93369 -2.82689
74 H -1.30522 -6.18749 -1.44059
75 H -0.00872 -2.27299 -2.65389
76 H 0.02968 -3.58229 -3.84549
77 H 1.09138 -3.65759 -2.45649
78 H -3.31582 -2.11099 3.56071
79 H -5.74372 -2.34029 3.75591
80 H -7.20902 -1.48219 1.95181
81 H -6.22342 -0.29739 0.04581
82 H -3.78572 3.18941 -0.17749
83 H -6.35602 1.77211 0.63881
84 H -6.11062 2.79211 -0.79249
85 H -6.01302 3.48081 0.80631
86 H -4.56772 1.67141 2.36341
87 H -4.09832 3.35581 2.23801
88 H -2.89382 2.07501 1.99761
89 H -3.35552 0.82561 -2.78789
90 H -6.30662 0.87171 -1.96819
91 H -5.67812 0.80651 -3.60259
92 H -5.35862 2.22501 -2.62119
93 H -5.13842 -1.41049 -1.74649
94 H -3.37622 -1.53539 -1.95259
95 H -4.43062 -1.29299 -3.35829
96 F 1.37858 0.26361 -5.35629
97 C 0.95328 -0.61099 -4.46969
98 F 1.96848 -1.38159 -4.10259
99 F 0.00858 -1.35379 -5.02019
100 S 0.20988 0.31061 -2.98819
101 O 1.03458 0.23181 -1.79819
102 O -1.07852 -0.27549 -2.66249
103 N 0.09658 1.73981 -3.59459
104 S -0.42262 2.80141 -2.55979
105 O 0.46008 3.85491 -2.23999
106 O -0.98622 2.07511 -1.41199
107 C -1.94352 3.53571 -3.41539
108 F -2.22272 2.79131 -4.47349
109 F -2.98342 3.46191 -2.57759
110 F -1.77542 4.78811 -3.77069
111 C 6.75318 0.72181 -3.07399
112 C 5.37258 0.09561 -2.93769
113 C 5.45328 -1.43109 -2.96719
114 P 4.31188 0.62081 -1.46019
115 C 5.42538 0.83811 0.06061
116 C 6.04428 -0.51759 0.39701
117 C 6.50398 1.91381 0.13791
118 C 3.61638 2.32541 -1.93689
119 C 4.43048 3.60181 -1.75659
120 C 3.12648 2.25471 -3.38069
121 H 7.17298 0.43641 -4.03779
122 H 7.42608 0.36131 -2.29999
123 H 6.70908 1.80681 -3.03099
124 H 4.77118 0.38491 -3.80409
125 H 6.04198 -1.81659 -2.14029
126 H 5.92478 -1.75229 -3.89419
127 H 4.45888 -1.87579 -2.92899
128 H 4.68038 1.04541 0.84291
129 H 6.88878 -0.73099 -0.25089
130 H 5.31528 -1.31919 0.30011
131 H 6.40328 -0.50789 1.42381
132 H 7.23148 1.82081 -0.65999
133 H 7.02958 1.78151 1.08281
134 H 6.10038 2.91661 0.12121
135 H 2.72638 2.40141 -1.29169
136 H 5.39228 3.54751 -2.25819
137 H 4.58468 3.83551 -0.70829
138 H 3.87098 4.42571 -2.19739
139 H 3.94528 2.38921 -4.08289
140 H 2.39348 3.03901 -3.55409
141 H 2.63758 1.30211 -3.58369
142 C 2.13418 -0.67659 2.62451
143 C 2.35958 -1.87089 1.72911
144 O 1.69798 -1.68429 0.47511
145 C 2.43198 -2.33579 -0.55169
146 C 2.54938 -3.84759 -0.37039
147 H 2.79418 -0.74699 3.48331
148 H 1.11308 -0.62809 2.98061
149 H 2.35068 0.22071 2.05201
150 H 2.00088 -2.78739 2.20951
151 H 3.43808 -1.96809 1.55371
152 H 3.43788 -1.90129 -0.60299
153 H 1.91698 -2.07679 -1.47329
154 H 1.58378 -4.27429 -0.10839
155 H 3.25788 -4.09429 0.41631
156 H 2.91578 -4.29969 -1.28909

Summary:
Net charge = +2
Orbital gap = 4.628 eV
HOMO = -11.7 eV